Entry from the Open Molecules 2025 dataset: a structure of composition C14H31ClI2NPtSb2Se4Si3 at a distorted geometry (wB97M-V/def2-TZVPD).

Last column: natural (NBO) charge in e.
Positions of all 59 atoms, in Å:
Pt (0.906, 1.633, 1.634)  0.26
Se (-1.214, 3.450, 4.695)  -0.21
Sb (0.613, 4.478, 3.327)  0.98
Se (-0.100, 3.637, 1.012)  -0.42
Se (1.021, 6.762, 3.731)  -0.45
Se (2.395, 2.733, 3.478)  -0.49
C (-2.907, 0.566, -2.842)  -1.13
Si (-1.913, 1.759, -1.794)  1.41
C (-0.769, 2.785, -2.857)  -1.13
C (-3.110, 2.765, -0.772)  -1.13
Sb (-0.392, 0.333, -0.259)  -0.15
Si (1.359, -0.671, -1.850)  1.39
C (2.051, -2.204, -1.019)  -1.12
C (0.539, -1.128, -3.469)  -1.13
C (2.656, 0.653, -2.106)  -1.13
Si (-1.959, -1.589, 0.468)  1.40
C (-3.500, -0.780, 1.147)  -1.13
C (-1.142, -2.674, 1.761)  -1.12
C (-2.299, -2.603, -1.068)  -1.13
H (-3.515, 1.146, -3.538)  0.26
H (-3.587, -0.028, -2.235)  0.24
H (-2.285, -0.110, -3.429)  0.24
H (-1.359, 3.407, -3.531)  0.26
H (-0.134, 2.146, -3.472)  0.24
H (-0.126, 3.443, -2.269)  0.26
H (-3.699, 3.389, -1.449)  0.25
H (-2.643, 3.416, -0.044)  0.26
H (-3.804, 2.107, -0.244)  0.24
H (1.268, -2.934, -0.810)  0.24
H (2.560, -1.976, -0.084)  0.23
H (2.774, -2.678, -1.685)  0.25
H (-0.332, -1.767, -3.331)  0.24
H (1.254, -1.672, -4.087)  0.26
H (0.228, -0.244, -4.025)  0.25
H (2.903, 1.171, -1.181)  0.24
H (2.299, 1.403, -2.812)  0.25
H (3.573, 0.222, -2.513)  0.25
H (-3.263, -0.016, 1.886)  0.25
H (-4.135, -1.525, 1.631)  0.25
H (-4.082, -0.317, 0.350)  0.25
H (-1.019, -2.154, 2.710)  0.23
H (-0.179, -3.054, 1.427)  0.24
H (-1.789, -3.534, 1.947)  0.26
H (-2.861, -2.055, -1.817)  0.25
H (-2.889, -3.474, -0.777)  0.26
H (-1.384, -2.971, -1.528)  0.24
I (-0.482, 1.360, 4.323)  0.63
I (-2.746, 0.209, 5.262)  -0.03
Cl (5.960, -0.626, 0.720)  0.08
C (4.427, -0.873, 1.455)  -0.07
C (4.142, -2.038, 2.146)  -0.16
C (2.881, -2.172, 2.702)  -0.23
C (1.961, -1.153, 2.547)  0.04
N (2.247, -0.028, 1.882)  -0.48
C (3.462, 0.117, 1.350)  0.02
H (4.889, -2.812, 2.245)  0.25
H (2.608, -3.058, 3.256)  0.25
H (0.970, -1.221, 2.964)  0.21
H (3.673, 1.047, 0.841)  0.24

The LUMO energy (alpha / beta) comes out at -0.1929 / -0.1929 hartree. Its HOMO-LUMO gap (alpha / beta) is 5.3 / 5.3 eV. The relative energy (zero: lowest compared OMol25 entry of this formula, charge and spin) comes out at 15.2 kcal per mole. Its charge is +1.


Entry from the Open Molecules 2025 dataset: a structure of composition C14H31ClInO12S3 at a distorted geometry (wB97M-V/def2-TZVPD).

Last column: Mulliken charge in e.
Positions of all 62 atoms, in Å:
C (0.781, 0.638, 1.334)  -0.20
C (0.553, 1.131, -0.214)  -0.46
C (-1.018, 1.350, -0.645)  -0.59
In (-2.267, -0.494, -0.055)  0.70
C (-4.494, -0.210, -0.340)  -0.57
C (-5.209, -0.627, 1.113)  -0.72
C (-1.430, -2.389, -1.033)  -0.79
C (-0.036, -2.734, -0.176)  -0.14
C (0.800, -4.002, -0.793)  0.00
Cl (0.216, -5.669, -0.209)  -0.30
H (0.502, 1.465, 2.139)  -0.24
H (1.949, 0.417, 1.441)  0.21
H (0.245, -0.371, 1.615)  0.11
H (1.032, 0.323, -0.918)  0.23
H (1.111, 2.159, -0.449)  0.26
H (-1.080, 1.420, -1.831)  0.07
H (-1.479, 2.313, -0.159)  0.13
H (-1.963, -0.707, 1.738)  -0.36
H (-4.671, 0.961, -0.481)  0.09
H (-4.946, -0.808, -1.241)  0.23
H (-4.910, -1.737, 1.332)  0.17
H (-4.642, 0.032, 1.925)  0.15
H (-6.363, -0.416, 1.119)  0.28
H (-1.062, -2.182, -2.135)  0.18
H (-2.165, -3.301, -0.998)  0.23
H (-0.341, -2.846, 0.954)  0.26
H (0.652, -1.772, -0.341)  -0.15
H (0.795, -4.037, -1.973)  0.29
H (1.931, -3.890, -0.428)  -0.07
C (4.803, -6.807, -0.506)  -0.32
C (4.301, -6.511, 0.905)  -0.20
O (5.038, -5.366, 1.330)  -0.31
S (5.360, -4.432, 0.033)  1.06
O (4.367, -3.382, -0.025)  -0.47
O (6.780, -4.174, -0.003)  -0.56
O (5.002, -5.533, -1.115)  -0.31
H (5.766, -7.327, -0.480)  0.29
H (4.087, -7.398, -1.083)  0.31
H (4.461, -7.348, 1.589)  0.30
H (3.239, -6.245, 0.898)  0.20
C (2.261, 5.402, 4.262)  -0.36
C (2.903, 4.501, 3.212)  -0.34
O (2.014, 3.395, 3.074)  -0.20
S (0.487, 3.909, 3.332)  1.09
O (-0.127, 4.160, 2.047)  -0.47
O (-0.114, 3.067, 4.341)  -0.55
O (0.858, 5.345, 4.007)  -0.32
H (2.439, 5.020, 5.272)  0.29
H (2.619, 6.433, 4.196)  0.30
H (3.899, 4.160, 3.508)  0.30
H (2.965, 5.007, 2.243)  0.29
C (-2.839, 4.467, -3.085)  -0.17
C (-2.197, 3.565, -4.135)  -0.39
O (-3.086, 2.460, -4.273)  -0.29
S (-4.613, 2.973, -4.015)  1.07
O (-5.227, 3.224, -5.300)  -0.58
O (-5.214, 2.132, -3.007)  -0.45
O (-4.242, 4.410, -3.340)  -0.34
H (-2.661, 4.085, -2.075)  0.19
H (-2.481, 5.498, -3.151)  0.30
H (-1.201, 3.225, -3.840)  0.36
H (-2.135, 4.071, -5.105)  0.31

The LUMO energy comes out at 0.0748 hartree. Its HOMO-LUMO gap is 6.2 eV. Its charge is -1.